DFT (the ωB97M-V functional and the def2-TZVPD basis) results for C19H14BrCuN5 as an isolated structure.

The geometry in XYZ format:
```
40
Properties=species:S:1:pos:R:3:forces:R:3:lowdin_spin:R:1
Cu 0.373790 1.100814 0.060901 1.291 -0.146 0.020 0.45
N -3.394438 2.098302 0.984513 0.157 -0.151 0.277 0.01
C -3.299417 2.889420 -0.131306 -0.074 0.163 -0.187 0.00
C -2.002121 2.830032 -0.521773 0.062 0.060 -0.004 0.01
N -1.299439 2.023415 0.337099 -0.931 0.095 0.456 0.02
C -2.164376 1.589082 1.244320 -0.110 0.539 -0.666 0.02
C -1.795884 0.674735 2.291632 0.218 -0.467 0.487 0.00
N -0.562460 0.244712 2.434580 -0.075 0.242 -0.305 0.01
C -0.582478 -0.628215 3.479106 -0.006 -0.119 0.149 0.00
C -1.847682 -0.734266 3.980338 0.121 -0.110 0.040 0.00
N -2.619589 0.099418 3.214238 -0.001 0.191 -0.135 0.00
H -4.221856 1.978309 1.540486 -0.030 -0.041 -0.027 0.00
H -4.146467 3.404405 -0.547544 0.006 0.003 0.043 0.00
H -1.525814 3.313516 -1.356067 -0.012 -0.037 -0.027 0.00
H 0.311054 -1.128970 3.812291 -0.025 -0.009 -0.007 0.00
H -2.253876 -1.328818 4.779201 -0.033 0.057 0.008 0.00
H -3.600616 0.264275 3.350466 -0.031 -0.029 -0.033 0.00
N -1.749152 -4.190066 -4.525526 0.011 0.050 0.031 0.00
C -1.396725 -3.344826 -3.828875 -0.093 -0.219 -0.193 0.00
C -0.965005 -2.298692 -2.955130 0.097 0.215 0.213 -0.01
C -0.272883 -1.197333 -3.458666 0.003 -0.014 -0.043 0.01
C 0.143629 -0.192006 -2.600110 -0.018 -0.043 0.002 0.02
C -0.112633 -0.258606 -1.232617 -0.297 -0.232 -0.113 0.21
C -0.797759 -1.372480 -0.742748 -0.002 -0.029 -0.153 0.03
C -1.227161 -2.383352 -1.587833 -0.001 -0.050 -0.001 0.01
H -0.058918 -1.143102 -4.518794 -0.019 0.004 -0.002 0.00
H 0.686516 0.652470 -3.010453 0.026 -0.025 -0.019 0.00
H -0.991182 -1.463300 0.320935 -0.032 -0.037 0.019 0.00
H -1.758438 -3.243677 -1.199361 0.011 -0.007 -0.011 0.00
Br 6.781952 -0.689321 0.087174 -0.090 0.036 0.001 0.00
C 4.956057 -0.142433 0.059449 0.078 -0.024 0.036 0.01
C 4.516649 0.719488 -0.927285 0.037 0.034 -0.114 0.00
C 3.182186 1.107554 -0.944013 -0.067 -0.021 0.034 0.03
C 2.268838 0.655300 0.010476 -0.184 0.148 0.185 0.13
C 2.756805 -0.225576 0.980478 -0.040 0.084 -0.080 0.03
C 4.087055 -0.620333 1.023451 0.018 -0.075 0.029 0.00
H 5.202839 1.078347 -1.683506 0.017 0.001 0.026 0.00
H 2.863359 1.779639 -1.734021 -0.006 0.003 -0.004 0.00
H 2.075021 -0.620330 1.724260 0.010 -0.037 0.086 0.00
H 4.440618 -1.297532 1.790233 0.012 -0.003 -0.017 0.00
```
Forces are in eV/Å.

Summary:
Gap between HOMO and LUMO (alpha / beta) ... 6.5 / 7.6 eV
HOMO (alpha / beta) ... -6.93 / -8.07 eV
2S+1 ... 2
LUMO energy (alpha / beta) ... -0.40 / -0.48 eV
Charge ... 0


DFT (the ωB97M-V functional and the def2-TZVPD basis) results for C19H14BrIN4O2PtS3 as an isolated structure.

The geometry in XYZ format:
```
45
Properties=species:S:1:pos:R:3:forces:R:3:mulliken_charge:R:1
Pt -0.802958 -3.186092 -0.669719 0.534 -0.184 0.584 0.63
S -2.861746 -2.403755 -1.075015 -0.282 0.020 -0.217 -0.40
C -2.550676 -1.052843 -2.187946 -0.052 0.047 0.156 -0.18
C -2.915042 -1.227736 -3.514715 -0.002 0.121 -0.023 -0.88
C -2.775294 -0.220680 -4.472355 0.097 0.089 0.473 0.52
C -3.178627 -0.434727 -5.813100 -0.099 -0.059 -0.490 0.04
N -3.507443 -0.608791 -6.905664 0.002 0.006 0.097 -0.64
C -2.241105 1.014184 -4.049613 -0.044 -0.388 0.289 0.51
C -1.875560 1.198154 -2.729933 -0.028 0.040 -0.156 -0.74
C -2.013175 0.197924 -1.741249 0.051 -0.111 -0.049 0.52
S -1.514764 0.544631 -0.139369 0.051 0.118 -0.066 -0.37
C -2.071572 2.091801 -4.965352 0.051 0.372 -0.315 -0.02
N -1.932242 2.979501 -5.685689 0.001 -0.019 0.016 -0.63
H -3.327570 -2.183355 -3.809840 0.034 -0.021 -0.006 0.48
H -1.458762 2.148397 -2.424986 -0.030 0.023 -0.017 0.41
I -3.365089 -1.761510 4.935508 0.052 -0.014 -0.022 -0.01
C -1.806114 -2.467239 3.712254 0.018 0.039 0.029 -0.09
C -1.212972 -3.685095 4.018577 -0.012 -0.033 0.001 -0.41
C -0.188230 -4.153158 3.212471 0.056 0.009 0.048 -0.71
C 0.224007 -3.428309 2.101180 0.211 -0.045 0.055 0.19
C -0.379068 -2.204193 1.822579 -0.074 -0.219 -0.081 -0.02
C -1.397352 -1.713094 2.628885 -0.119 0.112 0.115 -0.57
C 1.329748 -3.964412 1.198987 -0.185 0.239 0.093 0.53
O 2.302740 -4.520017 1.698986 -0.178 -0.004 -0.046 -0.71
O 1.132588 -3.746559 -0.050034 0.065 -0.100 -0.206 -0.57
H -1.547930 -4.258672 4.873056 -0.006 -0.001 -0.008 0.32
H 0.308293 -5.089385 3.435570 -0.013 0.004 -0.014 0.41
H -0.047072 -1.585027 0.988130 0.062 0.121 -0.020 0.63
H -1.851492 -0.759558 2.390737 -0.027 -0.080 -0.097 0.30
S 2.192062 0.173630 0.755498 0.406 -0.482 0.164 -0.36
C 2.511436 1.778326 0.949887 -0.509 0.311 -0.174 0.01
N 1.631391 2.710162 0.498682 0.202 -0.101 -0.063 0.08
C 1.948567 4.112512 0.339862 0.014 0.019 0.076 -0.58
C 2.878207 4.540553 1.465374 -0.005 -0.038 -0.035 -0.59
C 4.082090 3.611313 1.482661 -0.020 0.039 -0.004 -0.60
N 3.617415 2.243384 1.600289 0.084 0.086 -0.018 -0.15
H 0.852819 2.306434 -0.010945 -0.171 -0.007 0.070 -0.03
H 1.020695 4.684976 0.361516 -0.009 -0.019 0.005 0.36
H 2.430485 4.304192 -0.629105 -0.012 0.009 0.009 0.29
H 2.350987 4.460249 2.418043 -0.004 0.025 0.008 0.30
H 3.194665 5.575706 1.327815 0.017 -0.008 -0.014 0.35
H 4.733793 3.832005 2.329941 -0.010 0.000 0.007 0.35
H 4.670517 3.758685 0.565605 -0.002 0.002 0.016 0.28
H 4.280055 1.515497 1.805005 0.020 -0.029 0.002 0.24
Br -0.870705 -5.128011 -2.042466 -0.134 0.113 -0.172 -0.51
```
Forces are in eV/Å.

Summary:
Gap between HOMO and LUMO ... 5.5 eV
HOMO ... -1.83 eV
LUMO energy ... 3.62 eV
Charge ... -2
Energy above the lowest of the compared OMol25 structures with the same formula, charge and spin ... 256.8 kJ/mol


DFT (the ωB97M-V functional and the def2-TZVPD basis) results for C19H14Cl2IIrN4O2S2 as an isolated structure.

The geometry in XYZ format:
```
45
Properties=species:S:1:pos:R:3:forces:R:3:lowdin_spin:R:1
Ir -0.664835 -1.246456 -0.567573 -0.144 0.120 0.018 2.28
C -2.292784 -0.121355 3.929835 0.012 0.021 -0.034 0.02
C -1.108258 0.657693 3.488332 -0.027 -0.037 -0.019 0.17
N -0.706671 1.690534 4.185050 -0.142 0.065 0.204 -0.02
C 0.352644 2.386704 3.767027 0.118 -0.094 -0.082 0.22
C 1.110225 2.090990 2.622587 0.045 -0.054 -0.163 0.02
C 2.318159 2.952423 2.307182 0.012 0.006 0.021 0.00
O 3.531695 2.219220 2.295280 -0.064 -0.029 -0.044 0.00
C 0.714518 1.026043 1.825271 -0.143 0.040 0.086 0.11
C 1.521012 0.665050 0.664823 -0.014 -0.058 -0.004 -0.01
N 1.187714 -0.132701 -0.282937 0.033 -0.026 0.169 0.08
C 2.174230 -0.344291 -1.298747 0.006 0.080 -0.009 0.01
C 2.762815 0.745461 -1.929751 0.029 -0.037 -0.042 0.01
C 3.686000 0.546617 -2.943540 -0.032 0.012 0.026 0.00
C 4.022954 -0.741652 -3.326124 0.012 0.013 -0.016 0.01
C 3.441561 -1.831962 -2.695406 -0.002 -0.117 0.003 0.00
C 2.512454 -1.635022 -1.688319 0.002 -0.007 0.007 0.01
I 1.662306 -3.289022 -0.727444 0.061 0.102 -0.076 0.14
C -0.442689 0.266628 2.243777 0.080 0.104 0.031 0.08
O -0.925533 -0.703629 1.616705 0.098 -0.058 -0.009 0.38
H -2.657224 0.266050 4.875765 0.015 0.006 0.007 0.00
H -2.039828 -1.178865 4.021009 -0.017 -0.008 0.005 0.01
H -3.079543 -0.054141 3.174291 -0.011 -0.017 0.016 0.01
H 0.643544 3.227633 4.387408 -0.028 0.003 0.008 0.01
H 2.361775 3.781489 3.015886 -0.016 0.010 -0.004 0.00
H 2.213787 3.390825 1.313147 0.010 -0.007 0.011 0.00
H 3.839197 2.076512 3.196655 -0.019 0.005 -0.003 0.00
H 2.517735 1.094953 0.647446 0.065 0.005 -0.025 0.00
H 2.464332 1.747855 -1.649304 -0.003 0.007 0.005 0.00
H 4.128850 1.398254 -3.441097 0.003 0.000 0.005 0.00
H 4.737394 -0.904741 -4.121108 0.001 -0.008 0.002 0.00
H 3.712329 -2.837234 -2.988459 -0.001 0.007 -0.005 0.00
S -2.501331 -2.650940 -0.858577 0.118 -0.095 -0.031 0.17
C -3.561514 -1.319544 -0.725386 0.100 0.093 0.039 0.03
S -2.829298 0.192447 -0.595708 -0.123 -0.063 -0.025 0.46
C -4.976660 -1.497975 -0.717328 0.034 0.017 0.017 0.30
C -5.527760 -2.795928 -0.821786 -0.023 -0.029 -0.021 0.03
N -5.954187 -3.862792 -0.914005 -0.011 0.006 0.008 0.17
C -5.854906 -0.398759 -0.594181 -0.042 0.083 -0.015 0.03
N -6.572200 0.498042 -0.495657 0.016 -0.002 0.010 0.17
Cl -0.398878 0.150882 -3.179084 -0.038 -0.050 -0.096 0.09
C -1.320447 -1.057504 -4.120115 0.011 -0.048 0.064 0.01
Cl -0.515609 -2.621829 -4.103219 -0.024 0.050 -0.033 0.01
H -1.391619 -0.690479 -5.136566 0.038 -0.009 -0.004 0.00
H -2.295457 -1.155485 -3.656057 0.001 -0.002 -0.003 0.00
```
Forces are in eV/Å.

Summary:
Gap between HOMO and LUMO (alpha / beta) ... 6.3 / 5.7 eV
HOMO (alpha / beta) ... -10.36 / -11.98 eV
2S+1 ... 6
LUMO energy (alpha / beta) ... -4.11 / -6.28 eV
Charge ... +1
Energy above the lowest of the compared OMol25 structures with the same formula, charge and spin ... 0.0 kJ/mol


DFT (the ωB97M-V functional and the def2-TZVPD basis) results for a 2-piece molecular cluster, C19H14Cl2N2O overall.

The geometry in XYZ format:
```
38
Properties=species:S:1:pos:R:3:forces:R:3:mulliken_charge:R:1
O 2.531261 0.836307 2.769168 -0.275 -0.743 0.012 -0.57
C 1.642282 0.002775 2.764952 -0.675 0.357 0.007 -0.03
C 0.205338 0.268086 2.764299 -1.314 1.542 0.030 0.27
N -0.791733 -0.668747 2.755183 -0.082 -0.358 0.036 -0.24
C -1.953284 0.042503 2.755573 1.166 1.209 0.034 -0.35
C -1.628431 1.441200 2.767190 0.852 -1.897 -0.024 -0.36
N -0.276943 1.556373 2.770870 -0.473 -0.349 0.006 -0.64
H 1.854098 -1.092465 2.761631 0.267 -0.068 -0.008 0.22
H -2.950601 -0.384622 2.746319 0.238 -0.246 0.012 0.36
H -2.328183 2.273360 2.773888 0.360 -0.052 -0.010 0.40
Cl 0.352049 -3.656134 9.413685 0.036 -0.003 0.080 -0.17
C 0.152140 -3.726992 7.716105 0.072 0.001 -1.000 0.50
C 1.215523 -3.362106 6.868202 -0.307 -0.127 -0.029 -0.78
C 1.040550 -3.404523 5.490297 -0.324 -0.090 -0.081 -0.29
C -0.191495 -3.820702 4.918453 -0.013 0.011 0.837 0.98
C -0.352864 -3.859740 3.499499 0.054 0.274 -0.006 -0.18
C -1.502742 -4.353332 2.903357 -0.334 -0.245 -0.576 -0.01
C -1.713651 -4.403118 1.534458 0.414 0.128 0.953 -0.34
C -2.941958 -4.864710 0.971007 -1.036 -0.427 -0.460 0.87
C -3.089704 -4.954203 -0.439324 -0.063 0.031 0.518 -0.38
C -4.283357 -5.375883 -1.010831 -0.169 -0.070 0.337 -0.72
C -5.367188 -5.723585 -0.181700 0.952 0.326 0.257 0.47
Cl -6.846126 -6.227351 -0.878106 -0.115 -0.051 -0.085 -0.17
C -5.250129 -5.658541 1.217198 0.411 0.128 -0.082 -0.86
C -4.053996 -5.236379 1.786407 0.065 0.035 -0.562 -0.30
C -1.247115 -4.194757 5.804379 0.444 0.123 0.182 -0.25
C -1.076490 -4.152858 7.183458 0.113 0.055 -0.447 -0.92
H 2.164416 -3.051745 7.298141 -0.223 -0.023 -0.087 0.41
H 1.852772 -3.117959 4.817989 -0.220 -0.011 0.283 0.33
H 0.470996 -3.509051 2.872914 -0.253 0.001 0.176 0.18
H -2.291910 -4.734752 3.554536 0.393 0.265 -0.350 -0.06
H -0.916733 -4.079033 0.858660 -0.255 0.013 0.193 0.38
H -2.240708 -4.680756 -1.068991 -0.301 -0.065 0.114 0.38
H -4.390918 -5.438281 -2.090511 0.004 0.015 0.223 0.40
H -6.092292 -5.932933 1.848743 0.169 0.064 -0.194 0.40
H -3.983285 -5.182661 2.873510 -0.132 -0.021 -0.431 0.33
H -2.210925 -4.516684 5.408027 0.339 0.153 0.263 0.32
H -1.886956 -4.445768 7.847406 0.213 0.115 -0.122 0.40
```
Forces are in eV/Å.

Summary:
Gap between HOMO and LUMO ... 2.9 eV
HOMO ... -6.36 eV
LUMO energy ... -3.42 eV
Charge ... 0
Energy above the lowest of the compared OMol25 structures with the same formula, charge and spin ... 54.1 kJ/mol


DFT (the ωB97M-V functional and the def2-TZVPD basis) results for C19H14Cl2N2O4Pt as an isolated structure.

The geometry in XYZ format:
```
42
Properties=species:S:1:pos:R:3:forces:R:3:lowdin_spin:R:1
Pt -1.077185 -0.134741 0.032475 1.043 -0.332 -1.071 -0.22
C -0.600393 2.937406 -0.270563 -0.948 2.262 -1.990 0.60
O 0.093013 3.202129 -1.229910 1.250 -0.742 0.430 0.13
C 1.528472 2.755727 -1.072054 -0.219 0.117 -0.279 0.07
C 2.421776 3.794481 -0.976782 -0.049 -0.029 0.000 0.00
C 3.763109 3.472341 -0.854688 0.057 0.007 0.004 0.02
C 4.149369 2.138159 -0.842677 0.005 0.009 -0.024 0.00
C 3.210782 1.127923 -0.954569 -0.058 0.008 0.158 0.02
C 1.845379 1.409393 -1.072145 -0.183 0.149 0.308 0.01
N 0.889146 0.324962 -1.215598 0.566 -0.601 -0.195 0.16
N 1.458021 -0.508844 -1.989842 -0.480 0.121 0.113 0.00
C 1.080319 -1.768706 -2.332655 0.077 0.108 -0.160 0.16
C 0.020507 -2.572837 -1.711093 -0.079 -0.181 0.000 0.05
O -0.760427 -2.120369 -0.864385 -0.427 0.624 0.589 0.09
C -0.117401 -3.962940 -2.086648 0.058 0.006 -0.076 0.02
C 0.666565 -4.492318 -3.034901 -0.050 -0.052 0.022 -0.01
C 1.665167 -3.707563 -3.728380 -0.011 0.007 -0.007 0.07
C 2.417721 -4.267305 -4.740707 0.050 0.042 -0.015 0.01
C 3.367584 -3.503195 -5.421576 -0.012 -0.041 0.017 0.17
C 3.580891 -2.165480 -5.077614 -0.001 0.013 0.017 -0.01
C 2.851784 -1.590656 -4.067944 0.006 0.010 -0.008 0.12
C 1.867915 -2.341950 -3.364593 -0.015 -0.007 -0.021 0.06
H -1.866476 3.154409 1.656576 0.930 -0.002 0.347 0.12
H -0.236702 1.773807 1.871217 -1.627 0.795 -0.780 0.11
H -2.785781 1.709719 0.165103 -2.072 -0.753 -2.152 0.02
H 2.078383 4.819768 -1.007170 -0.013 -0.008 -0.035 0.00
H 4.496903 4.262047 -0.774767 0.008 -0.009 0.003 0.00
H 5.195605 1.880994 -0.751732 -0.002 -0.006 0.019 0.00
H 3.519352 0.092679 -0.936973 0.009 -0.016 0.003 0.00
H -0.887890 -4.525341 -1.578766 0.013 -0.006 0.022 0.00
H 0.558719 -5.532749 -3.316397 -0.016 0.005 -0.007 0.00
H 2.269963 -5.305632 -5.007230 -0.018 0.003 -0.008 0.00
H 3.941735 -3.953665 -6.220084 0.010 0.000 0.008 0.01
H 4.323332 -1.585411 -5.607363 -0.011 0.004 -0.012 0.00
H 3.007157 -0.555140 -3.805663 0.019 -0.006 0.014 0.00
Cl -1.467382 1.835591 1.105241 0.028 -2.206 4.565 0.37
C -2.360758 1.004987 2.456154 0.753 0.466 -1.383 1.63
Cl -3.351735 0.768757 -0.791591 0.534 0.630 1.058 0.09
C 1.181615 1.030413 2.545726 1.353 -0.648 0.499 0.02
O 1.393772 1.978627 3.175575 -0.272 0.263 0.000 0.03
O 1.046115 0.056535 1.920911 -0.158 -0.010 0.022 0.02
H -2.865039 0.522888 3.285580 -0.047 0.007 0.004 0.09
```
Forces are in eV/Å.

Summary:
Gap between HOMO and LUMO (alpha / beta) ... 6.2 / 5.7 eV
HOMO (alpha / beta) ... -14.41 / -14.71 eV
2S+1 ... 5
LUMO energy (alpha / beta) ... -8.20 / -9.04 eV
Charge ... +2
Energy above the lowest of the compared OMol25 structures with the same formula, charge and spin ... 1592.1 kJ/mol


| no. | strongest force on any atom (eV Å⁻¹) |
| --- | --- |
| 1 | 1.3 |
| 2 | 0.8 |
| 3 | 0.3 |
| 4 | 2.1 |
| 5 | 5.1 |